No. 1
{
  "formula": "C35H69FN2O13S",
  "method": "wB97M-V/def2-TZVPD",
  "smiles": "CCOC(=O)CCCN(CON=O)S(=O)(=O)F.C1CCOC1.C1CCOC1.C1CCOC1.C1CCOC1.C1CCOC1.C1CCOC1.C1CCOC1",
  "charge": 0,
  "relative_energy_kcal_mol": 0.0,
  "e_homo_ev": -8.98,
  "mol_weight_g_mol": 777.00,
  "homo_lumo_gap_ev": 8.40,
  "fmax_ev_per_a": 2.775,
  "species": ["C", "C", "O", "C", "O", "C", "C", "C", "N", "C", "O", "N", "O", "S", "O", "O", "F", "H", "H", "H", "H", "H", "H", "H", "H", "H", "H", "H", "H", "H", "C", "C", "C", "O", "C", "H", "H", "H", "H", "H", "H", "H", "H", "C", "C", "C", "O", "C", "H", "H", "H", "H", "H", "H", "H", "H", "C", "C", "C", "O", "C", "H", "H", "H", "H", "H", "H", "H", "H", "C", "C", "C", "O", "C", "H", "H", "H", "H", "H", "H", "H", "H", "C", "C", "C", "O", "C", "H", "H", "H", "H", "H", "H", "H", "H", "C", "C", "C", "O", "C", "H", "H", "H", "H", "H", "H", "H", "H", "C", "C", "C", "O", "C", "H", "H", "H", "H", "H", "H", "H", "H"],
  "positions_angstrom": [[5.491, 1.363, 0.617], [4.864, 2.617, 0.009], [3.965, 3.265, 0.911], [2.721, 2.677, 1.001], [2.390, 2.141, 2.016], [1.820, 2.837, -0.207], [0.414, 2.277, 0.039], [0.182, 0.840, -0.451], [1.077, -0.165, 0.182], [2.298, -0.439, -0.536], [2.017, -0.821, -1.894], [3.057, -0.303, -2.754], [2.597, 0.229, -3.673], [0.310, -1.547, 0.664], [-0.868, -1.232, 1.400], [1.269, -2.355, 1.337], [-0.122, -2.316, -0.626], [4.761, 0.766, 1.165], [6.325, 1.623, 1.266], [5.893, 0.741, -0.188], [4.361, 2.355, -0.927], [5.644, 3.337, -0.226], [1.760, 3.901, -0.443], [2.257, 2.377, -1.095], [0.122, 2.349, 1.084], [-0.284, 2.900, -0.526], [-0.843, 0.586, -0.186], [0.238, 0.808, -1.541], [2.954, 0.428, -0.517], [2.830, -1.247, -0.034], [-2.868, 2.362, 4.454], [-2.747, 1.028, 3.716], [-2.168, 1.468, 2.380], [-1.369, 2.622, 2.653], [-1.620, 3.093, 3.973], [-2.905, 2.262, 5.538], [-3.766, 2.892, 4.129], [-2.040, 0.376, 4.234], [-3.689, 0.493, 3.611], [-2.962, 1.752, 1.677], [-1.541, 0.709, 1.917], [-0.751, 2.846, 4.595], [-1.731, 4.179, 3.942], [-3.174, -4.965, 1.548], [-3.349, -3.529, 1.063], [-4.790, -3.543, 0.570], [-5.485, -4.491, 1.382], [-4.543, -5.261, 2.140], [-2.370, -5.092, 2.270], [-2.978, -5.626, 0.699], [-3.243, -2.837, 1.901], [-2.640, -3.236, 0.291], [-4.848, -3.869, -0.475], [-5.279, -2.571, 0.655], [-4.597, -4.944, 3.186], [-4.811, -6.315, 2.088], [1.777, -3.523, -5.223], [2.034, -4.990, -4.892], [3.400, -5.216, -5.527], [4.090, -3.967, -5.453], [3.173, -2.934, -5.088], [1.049, -3.047, -4.569], [1.421, -3.427, -6.247], [2.095, -5.127, -3.809], [1.272, -5.666, -5.277], [3.305, -5.501, -6.580], [3.988, -5.978, -5.015], [3.379, -2.641, -4.051], [3.334, -2.067, -5.731], [0.804, 7.333, 4.311], [1.847, 6.568, 3.500], [0.974, 5.589, 2.729], [-0.281, 6.242, 2.516], [-0.352, 7.419, 3.324], [1.142, 8.311, 4.650], [0.511, 6.751, 5.187], [2.356, 7.246, 2.810], [2.602, 6.071, 4.106], [0.796, 4.674, 3.303], [1.403, 5.310, 1.764], [-0.254, 8.296, 2.674], [-1.328, 7.458, 3.811], [-2.875, -1.599, -7.261], [-3.199, -3.080, -7.435], [-1.815, -3.708, -7.366], [-1.036, -2.876, -6.501], [-1.731, -1.651, -6.258], [-3.716, -1.002, -6.910], [-2.528, -1.177, -8.207], [-3.814, -3.428, -6.602], [-3.721, -3.310, -8.362], [-1.338, -3.728, -8.352], [-1.827, -4.723, -6.967], [-2.107, -1.661, -5.228], [-1.034, -0.818, -6.362], [2.827, 8.996, -1.190], [1.597, 8.302, -0.610], [1.758, 6.892, -1.157], [3.162, 6.656, -1.274], [3.870, 7.888, -1.114], [3.124, 9.891, -0.647], [2.645, 9.273, -2.231], [1.653, 8.291, 0.481], [0.653, 8.762, -0.897], [1.306, 6.794, -2.150], [1.320, 6.136, -0.502], [4.368, 7.880, -0.138], [4.632, 7.965, -1.890], [-2.817, -8.131, 6.266], [-1.822, -8.719, 5.270], [-2.476, -8.371, 3.940], [-3.188, -7.149, 4.149], [-3.259, -6.863, 5.548], [-2.391, -7.931, 7.248], [-3.665, -8.808, 6.393], [-0.858, -8.213, 5.361], [-1.657, -9.788, 5.392], [-3.191, -9.143, 3.635], [-1.755, -8.230, 3.134], [-2.586, -6.028, 5.768], [-4.277, -6.563, 5.799]],
  "mulliken_charge": [-1.070, -0.198, -0.410, 0.528, -0.466, -0.201, -0.105, -1.259, 0.509, -0.307, -0.049, 0.193, -0.281, 1.199, -0.564, -0.711, -0.234, 0.280, 0.334, 0.335, 0.216, 0.401, -0.307, 0.438, -0.093, 0.493, 0.803, 0.286, -0.372, 0.601, -0.744, -0.668, 0.578, -0.341, -0.251, 0.395, 0.289, 0.248, 0.422, 0.183, -0.470, 0.250, 0.114, -0.518, 0.114, -0.581, -0.445, -0.175, 0.309, 0.281, 0.077, 0.003, 0.289, 0.279, 0.110, 0.233, -0.139, -0.536, -0.507, -0.451, -0.176, 0.256, 0.096, 0.248, 0.329, 0.260, 0.310, 0.057, 0.280, -0.562, -0.543, 0.722, -0.420, -0.510, 0.384, 0.252, 0.171, 0.391, 0.121, -0.579, 0.275, 0.322, -0.529, -0.585, -0.517, -0.267, -0.451, 0.334, 0.267, 0.272, 0.334, 0.308, 0.298, 0.268, 0.262, -0.647, -0.204, -0.027, -0.393, -0.451, 0.358, 0.282, -0.109, 0.450, 0.245, -0.088, 0.273, 0.287, -0.600, -0.546, -0.488, -0.254, -0.450, 0.333, 0.273, 0.270, 0.336, 0.279, 0.279, 0.284, 0.291]
}



No. 2
{
  "formula": "C35H69NO3Si",
  "method": "wB97M-V/def2-TZVPD",
  "smiles": "O=C=N[Si@@H](CCO)CC(=O)c1ccccc1.CCCCCC.CCCCCC.CCCCCC.CCCCCC",
  "charge": 0,
  "e_homo_ev": -9.73,
  "mol_weight_g_mol": 580.03,
  "homo_lumo_gap_ev": 10.22,
  "fmax_ev_per_a": 0.627,
  "species": ["O", "C", "N", "Si", "C", "C", "O", "C", "C", "O", "C", "C", "C", "C", "C", "C", "H", "H", "H", "H", "H", "H", "H", "H", "H", "H", "H", "H", "H", "C", "C", "C", "C", "C", "C", "H", "H", "H", "H", "H", "H", "H", "H", "H", "H", "H", "H", "H", "H", "C", "C", "C", "C", "C", "C", "H", "H", "H", "H", "H", "H", "H", "H", "H", "H", "H", "H", "H", "H", "C", "C", "C", "C", "C", "C", "H", "H", "H", "H", "H", "H", "H", "H", "H", "H", "H", "H", "H", "H", "C", "C", "C", "C", "C", "C", "H", "H", "H", "H", "H", "H", "H", "H", "H", "H", "H", "H", "H", "H"],
  "positions_angstrom": [[4.078, 9.319, 2.883], [3.423, 8.432, 3.256], [2.734, 7.498, 3.610], [3.499, 5.907, 3.801], [2.145, 4.715, 4.292], [2.170, 3.353, 3.611], [1.115, 2.520, 4.103], [4.318, 5.527, 2.146], [5.144, 4.275, 2.112], [4.735, 3.242, 1.643], [6.524, 4.371, 2.695], [7.574, 4.807, 1.896], [8.855, 4.898, 2.424], [9.089, 4.558, 3.749], [8.041, 4.120, 4.546], [6.760, 4.025, 4.022], [4.522, 6.038, 4.855], [2.203, 4.572, 5.374], [1.193, 5.206, 4.083], [3.127, 2.860, 3.780], [2.007, 3.464, 2.541], [1.492, 1.849, 4.674], [5.001, 6.367, 1.978], [3.576, 5.509, 1.350], [7.396, 5.067, 0.860], [9.664, 5.232, 1.790], [10.086, 4.634, 4.159], [8.214, 3.844, 5.577], [5.945, 3.669, 4.641], [-2.685, -0.446, -0.545], [-2.309, 0.965, -0.113], [-1.118, 0.998, 0.842], [-1.337, 0.297, 2.183], [-2.512, 0.832, 3.001], [-2.357, 2.307, 3.361], [-2.999, -1.064, 0.298], [-3.502, -0.436, -1.268], [-1.825, -0.928, -1.017], [-3.169, 1.473, 0.332], [-2.048, 1.539, -1.006], [-0.832, 2.038, 1.020], [-0.258, 0.533, 0.346], [-0.423, 0.405, 2.773], [-1.470, -0.777, 2.022], [-2.587, 0.242, 3.919], [-3.453, 0.679, 2.465], [-1.430, 2.470, 3.913], [-3.187, 2.651, 3.980], [-2.332, 2.934, 2.469], [-0.163, -3.503, -0.838], [-1.256, -4.094, -1.724], [-0.769, -5.246, -2.599], [0.330, -4.863, -3.593], [-0.033, -3.717, -4.535], [-1.229, -4.017, -5.433], [0.651, -3.082, -1.430], [-0.564, -2.703, -0.215], [0.258, -4.262, -0.175], [-1.689, -3.307, -2.347], [-2.067, -4.455, -1.086], [-1.622, -5.667, -3.139], [-0.394, -6.051, -1.959], [0.587, -5.746, -4.186], [1.239, -4.595, -3.047], [0.836, -3.494, -5.161], [-0.230, -2.808, -3.958], [-1.043, -4.902, -6.044], [-1.431, -3.183, -6.107], [-2.136, -4.195, -4.852], [2.295, 2.993, -1.940], [1.390, 2.775, -3.150], [0.429, 1.600, -2.983], [1.094, 0.234, -2.794], [2.035, -0.186, -3.922], [1.344, -0.312, -5.276], [2.940, 2.133, -1.756], [2.941, 3.860, -2.086], [1.702, 3.164, -1.039], [2.001, 2.637, -4.046], [0.801, 3.680, -3.322], [-0.241, 1.562, -3.846], [-0.209, 1.789, -2.114], [0.306, -0.521, -2.694], [1.642, 0.221, -1.848], [2.482, -1.148, -3.658], [2.865, 0.522, -4.000], [0.531, -1.040, -5.230], [2.044, -0.644, -6.044], [0.924, 0.639, -5.606], [-5.034, -4.667, -1.977], [-5.217, -3.859, -0.696], [-4.955, -4.663, 0.576], [-5.886, -5.859, 0.783], [-7.374, -5.515, 0.813], [-7.758, -4.569, 1.948], [-5.732, -5.503, -2.041], [-5.193, -4.040, -2.855], [-4.021, -5.070, -2.032], [-6.224, -3.432, -0.671], [-4.529, -3.009, -0.713], [-5.020, -3.995, 1.439], [-3.922, -5.028, 0.558], [-5.617, -6.349, 1.725], [-5.709, -6.601, 0.000], [-7.942, -6.443, 0.915], [-7.676, -5.078, -0.143], [-7.496, -4.999, 2.917], [-8.831, -4.376, 1.949], [-7.252, -3.607, 1.860]],
  "mulliken_charge": [-0.454, 0.647, -0.397, 0.204, -0.628, -0.350, -0.398, -0.581, 0.059, -0.568, 0.176, -0.180, -0.582, -0.410, -0.673, -0.166, -0.076, 0.345, 0.363, 0.305, 0.166, 0.260, 0.513, 0.430, 0.432, 0.382, 0.388, 0.388, 0.416, -0.604, -0.938, -0.002, -0.655, -0.628, -0.986, 0.198, 0.510, -0.205, 0.430, 0.430, 0.339, 0.083, 0.436, 0.163, 0.464, 0.197, 0.092, 0.419, 0.259, -1.007, 0.771, -0.998, -1.010, 0.648, -1.279, 0.211, 0.017, 0.403, 0.243, -0.374, 0.315, 0.438, 0.449, 0.319, 0.526, -0.560, 0.310, 0.415, 0.209, -1.066, -0.680, -0.324, 0.260, -0.783, -1.199, 0.293, 0.445, 0.176, 0.269, 0.424, 0.464, -0.161, -0.285, 0.397, 0.373, 0.408, 0.148, 0.372, 0.373, -1.215, 0.253, -0.516, -0.860, -0.382, -1.182, 0.382, 0.394, 0.143, 0.472, -0.362, 0.399, 0.242, 0.408, 0.303, 0.393, 0.219, 0.289, 0.388, 0.274]
}